C2H8NO2 | ωB97M-V/def2-TZVPD

Last column: Mulliken charge in e.
CARTESIAN COORDINATES (ANGSTROEM)
O: -1.230 -1.016 -0.918  -0.422
C: -0.083 -1.340 -1.188  0.149
C: 1.186 -0.826 -0.416  -0.546
N: 0.590 0.079 0.644  -0.326
H: 0.158 -2.129 -1.883  0.379
H: 1.763 -1.582 -0.087  0.407
H: 1.786 -0.212 -1.196  0.318
H: -0.145 -0.458 1.084  0.351
H: 1.257 0.342 1.275  0.336
H: 0.141 1.070 0.478  0.355
H: -1.819 2.331 0.081  0.341
H: -2.182 1.695 1.236  0.316
O: -1.422 2.046 0.888  -0.658

Forces on the atoms, in the same order (eV/Å):
O 2.3 -0.1 -0.3
C -0.8 -0.1 1.3
C -3.4 4.8 -3.8
N -1.2 0.7 -1.8
H -0.1 -0.3 -0.8
H 1.8 -2.4 1.7
H -0.9 -0.9 1.5
H -0.4 0.0 0.4
H 2.5 0.3 2.6
H 0.0 -2.0 -0.7
H 0.2 0.9 -1.5
H -2.8 -1.8 2.4
O 2.8 0.9 -1.0

## Properties
**Relative energy (zero: lowest compared OMol25 entry of this formula, charge and spin)**: 45.9 kcal/mol
**HOMO-LUMO gap**: 11.504 eV
**Highest occupied orbital energy**: -15.16 eV
**Charge**: +1
**Multiplicity**: 1



C2H8NO2 | ωB97M-V/def2-TZVPD

Last column: Mulliken charge in e.
CARTESIAN COORDINATES (ANGSTROEM)
C: -0.410 0.957 0.818  -1.108
C: -0.769 -0.275 -0.037  0.749
N: -1.958 -0.702 0.203  -0.342
O: -0.052 -0.894 -0.882  -0.488
O: 2.345 -0.120 -0.846  -0.604
H: -0.711 1.763 0.123  0.351
H: -0.822 0.888 1.751  0.362
H: 0.705 1.072 1.023  0.327
H: -2.377 -1.445 -0.426  0.302
H: 2.925 -0.571 -1.449  0.345
H: -2.633 -0.069 0.475  0.275
H: 1.012 -0.534 -0.784  0.457
H: 2.746 -0.070 0.029  0.373

Forces on the atoms, in the same order (eV/Å):
C 3.3 -0.5 -3.7
C 1.2 0.8 1.2
N -1.6 -3.3 -2.6
O 2.0 1.1 0.8
O -1.0 0.5 0.7
H 0.0 0.2 1.0
H -1.7 0.2 2.1
H -1.4 -0.2 -0.7
H 1.0 1.0 1.0
H 0.6 -0.4 -0.4
H -1.6 1.5 1.4
H -1.3 -0.7 -0.8
H 0.4 -0.1 -0.1

## Properties
**Relative energy (zero: lowest compared OMol25 entry of this formula, charge and spin)**: 13.7 kcal/mol
**HOMO-LUMO gap**: 13.247 eV
**Highest occupied orbital energy**: -16.52 eV
**Charge**: +1
**Multiplicity**: 1



C2H8NO3 | ωB97M-V/def2-TZVPD

Last column: Mulliken charge in e.
CARTESIAN COORDINATES (ANGSTROEM)
O: -0.007 0.569 -1.003  -0.567
C: -0.062 0.143 0.113  0.685
O: -1.111 -0.205 0.807  -0.419
C: 1.199 -0.057 0.953  -0.591
N: 2.317 -0.043 -0.074  -0.303
H: -1.939 -0.170 0.246  0.523
H: 1.366 0.763 1.630  0.314
H: 1.185 -1.049 1.386  0.333
H: 2.428 -0.949 -0.516  0.343
H: 2.006 0.606 -0.810  0.343
H: 3.225 0.299 0.254  0.355
H: -3.441 0.794 -0.915  0.307
H: -3.927 -0.577 -1.280  0.307
O: -3.241 -0.124 -0.792  -0.630

Forces on the atoms, in the same order (eV/Å):
O 0.1 0.2 -0.7
C -0.3 -0.1 1.1
O -0.2 0.0 -0.3
C 0.6 -0.5 -1.4
N 0.1 0.7 0.2
H 0.0 -0.1 0.0
H -0.1 0.0 0.5
H 0.0 0.2 0.6
H 0.1 -0.2 -0.1
H -0.2 0.0 -0.3
H -0.2 -0.3 0.2
H -0.1 0.9 -0.1
H -0.2 -0.5 -0.1
O 0.3 -0.2 0.2

## Properties
**Relative energy (zero: lowest compared OMol25 entry of this formula, charge and spin)**: 3.5 kcal/mol
**HOMO-LUMO gap**: 11.800 eV
**Highest occupied orbital energy**: -15.45 eV
**Charge**: +1
**Multiplicity**: 1



C2H8NO3 | ωB97M-V/def2-TZVPD

Last column: Mulliken charge in e.
CARTESIAN COORDINATES (ANGSTROEM)
O: -0.614 0.767 0.312  -0.528
C: 0.035 -0.198 0.021  0.546
O: 0.947 -0.314 -0.907  -0.418
C: -0.160 -1.526 0.769  -0.599
N: -1.244 -1.250 1.789  -0.260
H: 1.012 0.462 -1.518  0.506
H: 0.781 -1.562 1.329  0.320
H: -0.446 -2.293 0.072  0.394
H: -1.234 -2.164 2.261  0.370
H: -2.210 -1.216 1.470  0.330
H: -0.937 -0.499 2.406  0.350
H: 1.564 2.958 -1.746  0.303
H: 0.446 2.338 -2.572  0.316
O: 0.989 2.192 -1.782  -0.630

Forces on the atoms, in the same order (eV/Å):
O -0.2 0.1 0.2
C -0.4 0.1 -0.6
O 0.1 -0.7 -0.4
C 0.2 2.8 -0.2
N 0.9 -2.7 0.1
H 0.1 0.5 0.7
H -0.2 -1.2 -0.1
H 0.2 -0.6 0.2
H -0.1 0.5 0.9
H 0.1 1.0 -0.5
H -0.6 0.2 0.0
H 0.3 0.1 0.1
H 0.1 0.1 0.2
O -0.4 -0.1 -0.7

## Properties
**Relative energy (zero: lowest compared OMol25 entry of this formula, charge and spin)**: 15.5 kcal/mol
**HOMO-LUMO gap**: 11.148 eV
**Highest occupied orbital energy**: -14.90 eV
**Charge**: +1
**Multiplicity**: 1



C2H8NOPS | ωB97M-V/def2-TZVPD

Last column: Mulliken charge in e.
CARTESIAN COORDINATES (ANGSTROEM)
C: 2.076 -1.019 0.083  -1.231
C: 1.352 0.316 0.107  -0.219
N: -0.060 0.136 -0.220  -0.357
O: -3.692 -0.972 0.496  -0.463
P: -3.136 -0.034 -0.481  0.298
S: -1.096 1.368 0.324  -0.186
H: 3.143 -0.857 0.204  0.365
H: 1.730 -1.657 0.894  0.351
H: 1.903 -1.527 -0.862  0.334
H: 1.477 0.791 1.087  0.328
H: 1.766 0.988 -0.652  0.249
H: -0.413 -0.764 0.100  0.334
H: -1.238 1.990 -0.859  0.219
H: -3.814 1.240 -0.222  -0.022

Forces on the atoms, in the same order (eV/Å):
C -0.1 0.2 0.0
C 0.3 0.1 0.0
N -0.1 -0.2 0.3
O -0.2 -0.8 1.0
P -0.1 0.7 -1.1
S 0.1 -0.2 -0.1
H 0.1 -0.1 0.0
H 0.0 -0.1 0.0
H 0.0 -0.1 -0.1
H 0.0 0.0 -0.1
H 0.1 0.0 0.2
H 0.0 0.2 -0.1
H -0.1 0.1 0.0
H 0.1 0.0 0.0

## Properties
**Relative energy (zero: lowest compared OMol25 entry of this formula, charge and spin)**: 86.9 kcal/mol
**HOMO-LUMO gap**: 9.018 eV
**Highest occupied orbital energy**: -8.67 eV
**Multiplicity**: 1



C2H8NOS | ωB97M-V/def2-TZVPD

Last column: Mulliken charge in e.
CARTESIAN COORDINATES (ANGSTROEM)
C: 0.758 0.408 -1.177  -0.475
C: 0.174 1.028 0.100  -0.563
S: -1.628 0.874 0.323  -0.662
N: 0.217 -0.912 -1.544  -0.743
H: 0.578 1.065 -2.025  0.277
H: 1.844 0.305 -1.043  0.293
H: 0.690 0.545 0.938  0.113
H: 0.447 2.088 0.097  0.275
H: -0.125 -1.338 -0.680  0.318
H: -0.684 -0.742 -1.984  0.286
H: -1.311 -0.806 1.860  0.226
H: -0.069 -1.032 2.692  0.300
O: -0.891 -1.482 2.441  -0.645

Forces on the atoms, in the same order (eV/Å):
C -0.2 -0.3 0.0
C 0.0 0.0 0.0
S 0.0 0.0 -0.1
N -0.3 -0.1 0.2
H 0.1 0.2 -0.1
H 0.0 0.1 -0.1
H 0.0 0.1 0.1
H 0.1 0.0 0.2
H 0.3 -0.1 0.1
H 0.1 0.1 -0.1
H -0.1 0.1 -0.2
H -0.3 -0.2 -0.1
O 0.4 0.2 0.2

## Properties
**Relative energy (zero: lowest compared OMol25 entry of this formula, charge and spin)**: 0.7 kcal/mol
**HOMO-LUMO gap**: 7.127 eV
**Highest occupied orbital energy**: -2.92 eV
**Charge**: -1
**Multiplicity**: 1



C2H8NOS | ωB97M-V/def2-TZVPD

Last column: Mulliken charge in e.
CARTESIAN COORDINATES (ANGSTROEM)
C: -1.093 1.716 0.773  -0.835
S: 0.375 1.609 1.750  -0.642
H: -0.897 2.011 -0.290  0.175
H: -1.688 2.625 1.284  0.216
H: -1.811 0.890 0.731  0.229
N: -0.286 -1.625 -0.553  -0.603
C: 0.852 -1.013 -1.100  -0.195
O: 1.970 -0.934 -0.107  -0.582
H: -0.093 -2.427 0.096  0.269
H: -0.741 -0.934 0.074  0.226
H: 0.507 -0.028 -1.441  0.224
H: 1.341 -1.483 -1.893  0.279
H: 1.564 -0.406 0.677  0.238

Forces on the atoms, in the same order (eV/Å):
C -1.9 2.9 0.0
S 1.1 -1.0 0.4
H -0.2 -0.1 0.7
H 0.7 -1.8 -1.5
H 0.2 -0.2 0.3
N -1.6 -1.0 1.7
C 1.6 1.5 2.6
O -2.1 1.1 0.3
H 0.2 0.9 -1.2
H 0.3 -0.5 -0.6
H 0.4 0.1 0.2
H 0.3 -1.3 -1.4
H 0.8 -0.5 -1.5

## Properties
**Relative energy (zero: lowest compared OMol25 entry of this formula, charge and spin)**: 22.1 kcal/mol
**HOMO-LUMO gap**: 6.789 eV
**Highest occupied orbital energy**: -2.58 eV
**Charge**: -1
**Multiplicity**: 1



C2H8NOS | ωB97M-V/def2-TZVPD

Last column: Mulliken charge in e.
CARTESIAN COORDINATES (ANGSTROEM)
C: 0.477 0.575 1.535  -0.675
C: 0.413 0.347 0.003  -0.519
S: -1.287 0.302 -0.601  -0.689
N: -0.203 -0.500 2.298  -0.643
H: -0.011 1.543 1.701  0.268
H: 1.491 0.644 1.943  0.362
H: 0.918 -0.615 -0.171  0.233
H: 1.038 1.122 -0.457  0.262
H: 0.410 -1.297 2.167  0.223
H: -1.084 -0.657 1.812  0.288
H: -0.264 -0.114 -3.920  0.300
H: -1.100 -0.501 -2.716  0.231
O: -0.798 -0.848 -3.592  -0.640

Forces on the atoms, in the same order (eV/Å):
C -0.8 0.0 -0.3
C 0.8 -0.2 0.8
S -0.2 0.2 -0.1
N 0.6 0.9 0.0
H -0.1 -0.2 0.3
H 0.2 0.0 -0.3
H 0.0 0.1 -0.2
H -0.2 0.0 -0.2
H -0.4 -0.4 0.0
H 0.1 -0.3 -0.1
H -0.1 -0.1 0.1
H 0.2 -0.2 0.1
O 0.0 0.3 -0.1

## Properties
**Relative energy (zero: lowest compared OMol25 entry of this formula, charge and spin)**: 0.0 kcal/mol
**HOMO-LUMO gap**: 7.107 eV
**Highest occupied orbital energy**: -2.89 eV
**Charge**: -1
**Multiplicity**: 1